1.
Computed, not measured: a structure of composition C36H54O22PRb2Y at a distorted geometry, with the ωB97M-V functional and the def2-TZVPD basis.

multiplicity	1
total charge	+2

CARTESIAN COORDINATES (ANGSTROEM)
1 Rb 4.26 2.76 -3.79
2 Rb 0.05 1.00 -0.63
3 Y -1.03 2.58 -5.39
4 P 0.89 2.02 -4.07
5 O 1.95 1.49 -3.20
6 O -0.49 2.29 -3.37
7 O 0.43 1.07 -5.26
8 O 1.06 3.39 -4.81
9 O -1.29 3.29 0.66
10 C -0.55 4.15 1.10
11 O 0.65 3.84 1.75
12 C 1.28 5.06 2.09
13 C 0.80 6.12 1.08
14 C -0.70 5.69 0.87
15 H 2.30 4.75 2.16
16 H 0.90 5.45 3.02
17 H 1.31 6.21 0.10
18 H 0.85 7.13 1.53
19 H -1.17 5.89 -0.12
20 H -1.33 6.05 1.64
21 O -1.19 -0.20 3.34
22 C -0.06 -0.26 3.61
23 O 0.50 -1.02 4.58
24 C 1.87 -0.65 4.87
25 C 2.23 0.55 4.01
26 C 1.13 0.52 2.93
27 H 2.59 -1.43 4.63
28 H 1.93 -0.40 5.90
29 H 3.31 0.52 3.74
30 H 2.12 1.43 4.61
31 H 1.60 0.00 2.07
32 H 0.83 1.51 2.65
33 O 5.48 -1.51 1.19
34 C 5.25 -1.96 0.09
35 O 4.10 -1.70 -0.54
36 C 4.22 -2.13 -1.96
37 C 5.65 -2.43 -2.20
38 C 6.15 -2.77 -0.80
39 H 3.79 -1.37 -2.61
40 H 3.59 -3.02 -1.99
41 H 6.14 -1.50 -2.50
42 H 5.80 -3.33 -2.89
43 H 7.21 -2.57 -0.60
44 H 5.92 -3.81 -0.60
45 O -3.11 2.15 -4.73
46 C -4.11 1.80 -4.06
47 O -5.30 2.04 -4.55
48 C -6.23 1.51 -3.57
49 C -5.52 1.51 -2.18
50 C -4.05 1.25 -2.60
51 H -6.54 0.51 -3.89
52 H -7.09 2.16 -3.73
53 H -5.92 0.65 -1.62
54 H -5.66 2.54 -1.79
55 H -3.89 0.20 -2.55
56 H -3.28 1.80 -2.05
57 O -3.88 5.16 1.60
58 C -4.22 4.08 2.08
59 O -3.89 3.71 3.28
60 C -4.36 2.41 3.50
61 C -4.43 1.72 2.15
62 C -4.89 2.92 1.32
63 H -5.40 2.42 3.95
64 H -3.63 2.02 4.21
65 H -5.13 0.91 2.29
66 H -3.45 1.35 1.80
67 H -5.98 3.10 1.31
68 H -4.59 2.96 0.31
69 O 1.39 -1.47 -0.34
70 C 1.36 -2.52 0.18
71 O 1.68 -2.72 1.50
72 C 1.74 -4.11 1.78
73 C 1.66 -4.82 0.44
74 C 1.04 -3.82 -0.46
75 H 1.16 -4.34 2.64
76 H 2.77 -4.30 2.16
77 H 1.07 -5.72 0.53
78 H 2.67 -5.18 0.16
79 H -0.06 -3.84 -0.29
80 H 1.26 -3.78 -1.52
81 O -1.71 -3.90 -1.64
82 C -1.74 -4.10 -2.80
83 O -1.36 -3.15 -3.71
84 C -1.56 -3.63 -5.02
85 C -2.58 -4.84 -4.92
86 C -2.25 -5.31 -3.53
87 H -0.62 -3.91 -5.55
88 H -1.88 -2.79 -5.63
89 H -2.41 -5.56 -5.71
90 H -3.62 -4.49 -5.01
91 H -1.48 -6.04 -3.67
92 H -3.08 -5.78 -3.06
93 O 6.08 1.97 -1.50
94 C 5.95 1.96 -0.31
95 O 4.92 2.72 0.30
96 C 4.90 2.46 1.74
97 C 6.21 1.70 2.09
98 C 6.84 1.37 0.73
99 H 3.99 1.93 1.95
100 H 4.82 3.43 2.22
101 H 6.11 0.85 2.72
102 H 6.89 2.40 2.57
103 H 6.84 0.32 0.53
104 H 7.85 1.76 0.65
105 O -2.77 -0.86 -0.31
106 C -3.12 -1.49 0.66
107 O -4.38 -1.29 1.19
108 C -4.64 -2.15 2.30
109 C -3.24 -2.68 2.74
110 C -2.33 -2.34 1.55
111 H -5.35 -2.93 1.90
112 H -5.20 -1.55 3.05
113 H -3.26 -3.79 2.91
114 H -2.97 -2.17 3.70
115 H -2.03 -3.24 0.98
116 H -1.36 -1.81 1.75

Atomic partial charges in e from the Löwdin method, atoms 1 to 8:
1. Rb 0.993
2. Rb 0.840
3. Y 1.701
4. P -0.103
5. O -0.475
6. O -0.487
7. O -0.426
8. O -0.441

***

2.
Computed, not measured: a cluster of 9 separate species, C36H54O27 in total at a distorted geometry, with the ωB97M-V functional and the def2-TZVPD basis.

multiplicity	1
SMILES	C[C@H]1COC(=O)O1.C[C@H]1COC(=O)O1.C[C@H]1COC(=O)O1.C[C@H]1COC(=O)O1.C[C@H]1COC(=O)O1.C[C@H]1COC(=O)O1.C[C@H]1COC(=O)O1.C[C@H]1COC(=O)O1.C[C@H]1COC(=O)O1
relative energy (zero: lowest compared OMol25 entry of this formula, charge and spin)	109.3	kcal per mole

CARTESIAN COORDINATES (ANGSTROEM)
1 C -4.43 4.37 -4.43
2 C -4.02 4.04 -5.90
3 C -2.56 4.18 -6.21
4 O -2.17 2.83 -6.51
5 C -3.13 2.00 -6.57
6 O -2.99 0.84 -6.91
7 O -4.20 2.62 -5.98
8 H -5.46 4.15 -4.16
9 H -4.08 5.37 -4.20
10 H -3.83 3.78 -3.74
11 H -4.64 4.49 -6.67
12 H -1.98 4.56 -5.36
13 H -2.41 4.75 -7.13
14 C 6.61 -4.47 0.78
15 C 7.01 -4.16 2.23
16 C 7.15 -2.65 2.47
17 O 6.38 -2.35 3.59
18 C 5.56 -3.36 3.87
19 O 4.76 -3.40 4.76
20 O 5.91 -4.41 3.09
21 H 6.41 -5.54 0.67
22 H 7.42 -4.37 0.05
23 H 5.81 -3.88 0.33
24 H 7.94 -4.70 2.42
25 H 6.87 -2.15 1.55
26 H 8.20 -2.36 2.56
27 C 4.63 4.22 11.01
28 C 3.28 3.81 10.41
29 C 2.43 4.88 9.71
30 O 2.04 4.25 8.45
31 C 2.85 3.28 8.15
32 O 2.84 2.69 7.11
33 O 3.61 2.99 9.25
34 H 4.38 4.76 11.92
35 H 5.11 4.91 10.31
36 H 5.34 3.42 11.22
37 H 2.64 3.19 11.05
38 H 2.93 5.80 9.39
39 H 1.55 5.03 10.33
40 C -5.24 -1.36 -3.07
41 C -6.43 -1.77 -3.98
42 C -6.06 -2.53 -5.28
43 O -6.53 -3.87 -5.17
44 C -7.11 -3.98 -3.97
45 O -7.53 -5.03 -3.53
46 O -7.06 -2.80 -3.25
47 H -4.81 -0.43 -3.45
48 H -4.48 -2.15 -3.00
49 H -5.47 -1.08 -2.05
50 H -7.08 -0.91 -4.11
51 H -4.98 -2.59 -5.41
52 H -6.45 -1.97 -6.13
53 C -5.43 -0.53 4.35
54 C -5.72 0.95 4.01
55 C -6.57 1.17 2.71
56 O -7.64 1.96 3.10
57 C -7.65 2.07 4.39
58 O -8.47 2.76 4.96
59 O -6.69 1.35 4.94
60 H -4.56 -0.94 3.84
61 H -6.31 -1.17 4.30
62 H -4.95 -0.60 5.32
63 H -4.83 1.58 4.07
64 H -6.93 0.22 2.31
65 H -6.00 1.68 1.93
66 C 2.26 -0.38 1.09
67 C 0.78 -0.46 1.26
68 C 0.12 -0.12 2.63
69 O -1.02 0.60 2.17
70 C -0.94 0.95 0.87
71 O -1.70 1.68 0.26
72 O 0.18 0.51 0.39
73 H 2.75 -1.12 1.72
74 H 2.64 0.60 1.37
75 H 2.72 -0.51 0.11
76 H 0.46 -1.47 0.99
77 H 0.82 0.40 3.29
78 H -0.12 -1.07 3.11
79 C -7.13 -6.74 1.18
80 C -6.01 -6.34 2.13
81 C -4.98 -7.41 2.48
82 O -3.83 -6.99 1.79
83 C -4.00 -5.76 1.23
84 O -3.10 -5.10 0.72
85 O -5.27 -5.28 1.52
86 H -7.77 -7.50 1.63
87 H -6.68 -7.18 0.29
88 H -7.66 -5.91 0.70
89 H -6.38 -6.01 3.11
90 H -5.35 -8.41 2.24
91 H -4.85 -7.31 3.56
92 C 2.49 1.68 -4.74
93 C 2.61 1.41 -6.28
94 C 2.80 2.69 -7.09
95 O 4.04 2.46 -7.70
96 C 4.60 1.28 -7.37
97 O 5.62 0.84 -7.90
98 O 3.84 0.69 -6.45
99 H 1.43 1.74 -4.53
100 H 2.84 2.69 -4.54
101 H 3.02 0.92 -4.16
102 H 1.77 0.79 -6.58
103 H 2.78 3.61 -6.50
104 H 2.05 2.81 -7.87
105 C 7.16 1.13 -2.15
106 C 8.12 2.20 -2.65
107 C 8.65 2.10 -4.07
108 O 8.16 3.26 -4.68
109 C 7.47 3.97 -3.84
110 O 7.07 5.13 -4.07
111 O 7.34 3.34 -2.66
112 H 7.45 0.08 -2.21
113 H 6.31 1.08 -2.82
114 H 6.58 1.37 -1.26
115 H 8.96 2.39 -1.98
116 H 8.36 1.16 -4.54
117 H 9.74 2.09 -3.98

Atomic partial charges in e from the Löwdin method, atoms 1 to 8:
1. C -0.011
2. C -0.291
3. C -0.065
4. O 0.087
5. C -0.591
6. O 0.134
7. O 0.049
8. H 0.085

***

Number 1: E_LUMO -5.15 eV, DFT total energy -3487.24862 hartree, HOMO energy -13.28 eV. Number 2: E_LUMO -0.01 eV, DFT total energy -3435.63936 hartree, HOMO energy -10.53 eV.